[1]
# C4H13N2

A 2-piece molecular cluster, C4H13N2 overall (the ωB97M-V functional and the def2-TZVPD basis, OMol25).

```
! wB97M-V def2-TZVPD RIJCOSX def2/J DEFGRID3
* xyz 2 2
N 1.003 0.825 -0.534
N -0.298 -1.017 0.897
C 1.573 0.315 -1.705
C 1.866 1.355 0.406
C -2.480 -0.189 0.101
C -1.707 -1.233 0.898
H 1.527 1.119 1.424
H -2.093 -1.267 1.928
H 0.111 -1.913 1.185
H 2.931 1.140 0.268
H 2.634 0.095 -1.525
H -2.790 0.700 0.661
H 1.784 2.476 0.347
H -3.342 -0.545 -0.452
H 0.367 -0.387 0.325
H -1.867 0.313 -0.655
H 1.513 1.016 -2.571
H 1.136 -0.655 -1.990
H -1.926 -2.199 0.407
*
```

## Properties
⟨S²⟩: 0.781
DFT total energy (eV): -7314.45869
Orbital gap (spin up / spin down) (eV): 6.75 / 6.94
ΔE to the lowest compared entry with this formula, charge and spin (kcal per mole): 128.62
HOMO level (spin up / spin down) (eV): -20.18 / -20.43

[2]
# C18H39BF4N5O4

A 10-piece molecular cluster, C18H39BF4N5O4 overall (the ωB97M-V functional and the def2-TZVPD basis, OMol25).

```
! wB97M-V def2-TZVPD RIJCOSX def2/J DEFGRID3
* xyz -1 1
F -115.694 65.943 -10.173
F -115.524 66.027 -7.965
F -117.296 65.109 -9.083
F -117.026 67.391 -8.952
O -114.362 63.501 -8.596
O -119.862 64.561 -9.989
O -117.657 67.722 -6.256
O -114.899 65.697 -13.224
N -116.625 71.318 -12.773
N -112.795 68.026 -3.115
N -113.764 72.225 -9.043
N -119.582 63.191 -4.659
N -113.155 68.185 -11.230
C -113.558 65.585 -13.639
C -115.393 62.477 -8.197
C -120.677 64.919 -8.938
C -114.752 61.104 -8.284
C -112.361 65.937 -10.022
C -112.859 67.186 -10.710
C -113.752 67.928 -3.764
C -118.930 68.022 -6.612
C -120.584 63.771 -7.924
C -119.817 67.708 -5.343
C -114.305 71.207 -8.742
C -114.908 67.924 -4.634
C -116.718 70.273 -12.315
C -118.659 63.813 -4.832
C -113.506 65.243 -15.176
C -114.903 69.805 -8.543
C -117.413 64.694 -5.133
C -116.796 68.845 -11.737
B -116.380 66.114 -9.074
H -112.262 65.125 -15.417
H -119.076 64.782 -9.710
H -121.654 65.348 -9.108
H -115.087 69.755 -7.396
H -115.896 69.878 -9.098
H -115.767 67.294 -4.323
H -120.854 62.886 -8.525
H -120.774 67.989 -5.353
H -116.629 63.832 -5.419
H -119.607 63.578 -7.619
H -114.779 65.912 -12.314
H -113.574 66.051 -15.813
H -112.681 65.088 -10.772
H -117.162 65.408 -4.404
H -116.047 68.641 -10.955
H -114.096 69.051 -8.702
H -116.247 62.273 -8.799
H -113.061 66.009 -9.073
H -113.177 66.466 -13.704
H -111.305 65.661 -9.641
H -116.659 68.088 -12.440
H -119.342 67.602 -7.454
H -112.828 64.867 -12.907
H -120.219 65.714 -8.498
H -115.811 62.974 -7.349
H -114.886 64.258 -8.548
H -117.264 67.597 -7.019
H -114.829 60.620 -9.161
H -119.332 67.987 -4.333
H -117.489 65.253 -6.038
H -115.264 69.043 -4.747
H -114.073 64.298 -15.272
H -113.784 60.911 -7.666
H -115.422 60.329 -7.721
H -119.153 69.063 -6.865
H -119.738 66.632 -5.235
H -117.845 68.832 -11.161
H -121.345 63.945 -7.091
H -114.605 67.654 -5.662
*
```

## Properties
DFT total energy (eV): -46485.67082
Orbital gap (eV): 10.02
ΔE to the lowest compared entry with this formula, charge and spin (kcal per mole): 48.26
HOMO level (eV): -7.72

[3]
# C3H5NO2

C3H5NO2 as an isolated structure (the ωB97M-V functional and the def2-TZVPD basis, OMol25).

```
! wB97M-V def2-TZVPD RIJCOSX def2/J DEFGRID3
* xyz 0 1
O -0.009 -1.156 -0.844
O 0.098 1.723 0.954
N -1.900 0.257 -0.515
C 0.473 0.714 0.076
C -0.664 0.012 -0.568
C 1.010 -0.895 0.132
H 1.372 0.950 -0.455
H -2.428 -0.563 -0.818
H -0.805 1.538 1.273
H 1.978 -1.202 -0.328
H 0.875 -1.378 1.095
*
```

## Properties
DFT total energy (eV): -8774.89422
Orbital gap (eV): 10.82
ΔE to the lowest compared entry with this formula, charge and spin (kcal per mole): 64.58
HOMO level (eV): -9.98

[4]
# C3H3NOS

A 2-piece molecular cluster, C3H3NOS overall (the ωB97M-V functional and the def2-TZVPD basis, OMol25).

```
! wB97M-V def2-TZVPD RIJCOSX def2/J DEFGRID3
* xyz 0 1
S -1.710 -1.657 0.000
O 1.727 -1.067 -0.089
N 1.436 3.253 0.950
C 1.082 2.287 0.512
C 0.548 1.059 0.046
C 1.190 -0.053 -0.042
H -1.091 -2.880 -0.155
H -2.791 -1.926 -0.895
H -0.391 0.984 -0.327
*
```

## Properties
DFT total energy (eV): -17530.50459
Orbital gap (eV): 10.26
ΔE to the lowest compared entry with this formula, charge and spin (kcal per mole): 33.11
HOMO level (eV): -10.00

[5]
# H32O16

A 16-piece molecular cluster, H32O16 overall (the ωB97M-V functional and the def2-TZVPD basis, OMol25).

```
! wB97M-V def2-TZVPD RIJCOSX def2/J DEFGRID3
* xyz 0 1
O 3.327 2.802 -0.660
O 0.250 -0.052 -0.070
O 0.343 -3.226 -0.156
O -2.549 -0.927 -2.495
O -2.179 2.188 2.238
O -0.525 0.839 -2.979
O 2.637 0.545 -1.861
O -2.413 0.703 -0.421
O -2.069 -2.151 -0.175
O 0.238 2.513 0.796
O 1.485 -2.224 2.265
O 0.744 0.552 3.115
O 2.994 0.155 0.836
O -1.345 -1.014 2.411
O -1.409 3.129 -1.881
O 0.405 -1.631 -2.702
H -0.600 0.306 -0.395
H 2.679 -0.719 1.031
H -0.082 0.096 2.853
H 2.789 0.066 -1.052
H -2.818 0.316 0.375
H -0.562 2.485 1.248
H 3.421 2.619 0.291
H -1.777 2.862 -1.049
H -0.977 -1.499 1.613
H -0.524 3.459 -1.698
H -2.375 1.980 3.154
H -1.978 -1.604 -2.879
H 1.233 -1.738 -2.215
H 3.210 0.089 -2.487
H 0.835 -2.431 0.032
H -2.602 -2.802 0.183
H -3.166 0.879 -0.983
H 0.984 -1.407 2.219
H -1.614 -1.618 3.086
H -2.452 -1.157 -1.595
H 0.346 1.568 0.871
H 2.003 -2.227 3.074
H 2.922 2.025 -1.008
H -1.917 1.366 1.864
H 0.974 -0.069 3.779
H -1.319 -2.699 -0.579
H 0.764 0.055 -0.838
H 0.364 -0.669 -3.002
H -0.780 1.613 -2.485
H 3.421 0.235 1.677
H -1.295 0.277 -2.743
H 0.959 -3.856 -0.604
*
```

## Properties
DFT total energy (eV): -33279.61810
Orbital gap (eV): 9.47
ΔE to the lowest compared entry with this formula, charge and spin (kcal per mole): 122.59
HOMO level (eV): -9.91

[6]
# C12H33CuN3O15S3

C12H33CuN3O15S3 as an isolated structure (the ωB97M-V functional and the def2-TZVPD basis, OMol25).

```
! wB97M-V def2-TZVPD RIJCOSX def2/J DEFGRID3
* xyz -5 1
Cu -1.391 0.905 -0.909
S -0.281 -1.244 -3.408
S -3.493 2.453 -2.954
S -0.272 3.473 -0.263
O 0.770 -2.278 -3.257
O 0.131 0.234 3.051
O -0.943 2.501 0.687
O -2.334 1.738 -3.524
O -1.158 4.583 -0.610
O -4.718 1.943 -3.626
O 0.909 3.950 0.482
O -1.629 -1.820 -3.266
O 2.372 2.207 -3.351
O 0.002 2.682 -1.457
O -0.153 -0.592 -4.705
O -3.567 2.169 -1.502
O -0.096 -0.217 -2.314
O -1.546 -4.527 0.278
O -3.340 3.906 -3.169
N -2.940 -1.201 -0.662
N 2.042 0.694 -0.888
N 1.550 2.400 4.514
C 1.184 0.077 3.951
C -1.649 -4.600 1.685
C -1.622 -3.176 -0.229
C 3.097 1.013 -3.163
C 3.250 0.617 -1.704
C 0.211 -0.674 1.958
C -0.095 1.201 5.869
C -4.119 -3.385 -0.608
C 3.048 3.389 -3.061
C -2.997 -2.504 -0.011
C 1.217 1.081 5.067
C 3.986 -0.718 -1.474
H 2.461 0.281 -3.674
H 0.092 -1.722 2.265
H 2.200 2.439 3.740
H 1.695 1.646 -1.057
H -0.903 1.560 5.232
H -1.547 -5.671 1.896
H 2.348 4.214 -3.197
H -0.453 0.293 6.359
H 4.990 -0.763 -1.928
H -3.212 -2.358 1.054
H 4.077 -0.903 -0.405
H 1.306 0.207 -1.430
H 2.010 0.766 5.757
H 4.094 1.052 -3.639
H -2.563 -1.404 -1.605
H 1.085 -0.432 1.349
H 3.979 1.380 -1.372
H 3.895 3.618 -3.736
H -0.794 -4.107 2.156
H -2.633 -4.290 2.043
H -0.658 -0.490 1.321
H -0.845 -2.614 0.296
H -1.314 -3.230 -1.275
H -3.812 -4.422 -0.416
H -4.147 -3.271 -1.693
H 1.942 3.008 5.226
H 2.162 0.067 3.443
H 3.455 3.511 -2.051
H 0.112 1.956 6.635
H 3.499 -1.548 -1.996
H -5.114 -3.191 -0.202
H -3.893 -0.912 -0.867
H 1.062 -0.950 4.343
*
```

## Properties
DFT total energy (eV): -125288.82067
Orbital gap (eV): 1.51
ΔE to the lowest compared entry with this formula, charge and spin (kcal per mole): 23.28
HOMO level (eV): 7.65

[7]
# C5H4N3O3

An isolated ion of composition C5H4N3O3 and charge -1 (the ωB97M-V functional and the def2-TZVPD basis, OMol25).

```
! wB97M-V def2-TZVPD RIJCOSX def2/J DEFGRID3
* xyz -1 1
O 0.075 0.486 -3.014
O -0.819 3.230 -0.291
O 1.120 -2.958 -0.105
N 0.579 -1.024 1.025
N -0.472 0.498 2.382
N -0.204 1.048 -0.854
C -0.454 -0.336 1.311
C -0.605 2.147 -0.663
C 0.240 0.076 -1.862
C 0.739 -1.774 -0.192
C 0.780 -1.037 -1.405
H 0.448 0.582 2.846
H -1.356 -0.352 0.718
H 1.118 -1.702 -2.164
H -1.189 1.117 2.268
*
```

## Properties
DFT total energy (eV): -15863.51337
Orbital gap (eV): 7.38
ΔE to the lowest compared entry with this formula, charge and spin (kcal per mole): 28.19
HOMO level (eV): -3.96